Below is C3H4 in the gas phase, with properties calculated with wB97M-V/def2-TZVPD.

XYZ file:
```
7
Properties=species:S:1:pos:R:3:forces:R:3
C 1.722416 0.031488 0.021182 0.315 -0.755 -0.140
C 0.511236 -0.027148 -0.017528 0.253 -0.286 0.818
C -0.986464 -0.015885 0.027450 0.357 2.249 -1.748
H 2.825827 -0.135882 0.030869 -1.765 0.517 -0.039
H -1.213407 1.165647 -0.103758 -0.104 -2.900 0.327
H -1.492607 -0.429594 0.912302 0.669 0.316 -0.126
H -1.366998 -0.588628 -0.870517 0.274 0.860 0.909
```
Forces are in eV/Å.

As for the SMILES: C#CC. As for the HOMO-LUMO gap: 11.00 eV. Its spin multiplicity is 1. The total energy comes out at -116.621960 a.u. The maximum force is 2.9 eV/A. For the LUMO energy, the calculation gives 0.039 hartree. As for the net charge: 0. The HOMO energy is -9.931 eV. The energy relative to the best compared isomer or geometry (same formula, charge and spin) comes out at 9.3 kcal/mol.

Mulliken charges in e: C 0.00; C -0.21; C -0.87; H 0.36; H 0.21; H 0.27; H 0.24


Below is 16 unconnected molecules or ions with the total composition C3H41N2O15, with properties calculated with wB97M-V/def2-TZVPD.

XYZ file:
```
61
Properties=species:S:1:pos:R:3:forces:R:3
N -0.046158 -0.434116 -0.959619 0.384 -0.389 1.068
C 1.204929 -0.543901 -0.147186 -0.345 -0.783 0.587
C 1.188551 -1.723770 0.819404 2.094 -0.589 -1.082
N 1.222597 -2.990953 0.114802 -2.224 0.939 1.396
C 1.388705 -4.203856 0.846507 2.018 -0.442 0.267
H 0.139372 -0.019068 -1.870117 -0.226 0.224 -0.649
H -0.562719 -1.314476 -1.084201 0.118 0.302 -0.463
H -0.687512 0.181412 -0.397222 -0.586 0.225 -0.406
H 2.085793 -0.655272 -0.773496 -0.335 0.335 0.084
H 1.299510 0.371533 0.424757 0.126 0.235 -0.035
H 2.116033 -1.669281 1.405959 0.065 0.014 -0.048
H 0.453130 -1.768179 1.634460 -0.596 -0.076 -0.503
H 0.493318 -3.036932 -0.615927 0.680 -0.747 -0.713
H 2.066099 -4.087560 1.697631 -0.498 0.599 0.255
H 2.024517 -4.873529 0.260219 -0.709 -0.436 -0.508
H 0.437551 -4.641823 1.150263 -0.070 -0.090 -0.453
H -2.238209 -2.076812 -2.996485 -0.186 -0.112 -0.178
H -1.350182 -1.129995 -3.807789 -0.064 0.056 -0.160
O -1.998253 -1.152004 -3.096951 0.320 0.003 0.508
H 0.811222 -0.508795 3.015954 0.465 -0.598 0.685
H -0.560876 -0.216869 2.906023 -1.555 0.401 0.043
O -0.030468 -0.986808 3.095709 0.710 0.741 0.150
H 0.461563 6.115746 1.136263 -0.185 0.026 -0.229
H 0.870758 4.645090 1.010997 -0.264 0.321 0.088
O 0.240061 5.306006 0.660362 0.847 -0.392 0.638
H -3.282190 -0.844049 3.317260 0.438 0.173 0.581
H -2.059650 -0.761448 4.310753 0.122 -0.732 0.494
O -2.752619 -0.263226 3.894678 -0.375 0.223 -0.686
H 0.336209 1.876777 -3.614341 -0.153 0.243 0.057
H 0.266752 0.768526 -4.754223 0.091 0.218 0.240
O 0.352268 0.911613 -3.801531 0.106 -0.612 0.056
H -2.014872 1.768682 -0.521982 -0.030 0.114 0.103
H -2.525245 1.223235 0.834949 -0.289 0.130 0.364
O -1.766888 1.209587 0.225881 0.362 -0.091 -0.418
H 0.906694 -4.615876 -2.581173 0.369 0.035 -0.195
H -0.565740 -4.393559 -2.511791 -0.075 0.317 0.195
O 0.271571 -3.915754 -2.403191 -0.312 -0.245 0.159
H -1.946804 -3.874337 0.633802 0.121 -0.272 -0.565
H -3.027116 -3.909893 -0.401673 0.259 -0.142 -0.386
O -2.060265 -3.978133 -0.342341 -0.283 0.519 0.718
H 2.686789 -0.694805 -2.430173 0.120 -0.207 -0.709
H 1.994547 0.609250 -2.951251 0.332 -0.396 -0.268
O 2.783530 0.255310 -2.482673 -0.165 0.670 0.262
H 4.301024 3.361894 -0.477204 -0.676 0.740 0.396
H 3.376389 2.384087 -0.919978 -0.861 -0.217 -0.044
O 3.330991 3.211840 -0.418541 1.543 -0.564 -0.415
H -1.168925 -2.795477 2.469953 0.340 0.566 0.563
H -1.048104 -4.305069 2.806258 -0.177 0.130 0.272
O -1.568115 -3.646729 2.330772 -0.165 -0.583 -0.343
H -0.301867 3.641605 -2.059348 -0.006 -0.217 -1.157
H 1.161948 3.696415 -2.357553 1.118 0.341 -0.053
O 0.385225 3.276852 -2.700302 -1.067 -0.089 0.983
H 2.892100 3.860956 1.661545 0.572 0.045 -0.298
H 2.461121 4.415361 3.060611 0.181 -0.029 -0.185
O 2.222147 3.822070 2.339651 -0.790 -0.146 0.275
H -4.243480 1.600029 2.838953 0.557 0.190 -1.106
H -2.784896 1.607807 3.001966 0.367 -0.032 -0.044
O -3.426102 1.699462 2.290021 -1.138 0.108 0.852
H -0.679591 4.883796 -0.569845 -0.631 0.474 0.019
H -2.194676 4.605991 -0.863786 -0.107 0.121 0.124
O -1.341490 4.721421 -1.284466 0.318 -0.549 -0.180
```
Forces are in eV/Å.

As for the HOMO-LUMO gap (spin up / spin down): 10.27 / 5.74 eV. Its spin multiplicity is 2. The total energy comes out at -1376.401207 a.u. The maximum force is 2.8 eV/A. For the LUMO energy (spin up / spin down), the calculation gives -0.202 / -0.369 hartree. As for the net charge: +2. The HOMO energy (spin up / spin down) is -15.769 / -15.769 eV.

Here are the Mulliken charges for atoms 1 to 8, given in e: N 0.46; C -0.57; C -0.68; N 0.34; C -0.90; H 0.09; H 0.35; H 0.23


Below is 16 unconnected molecules or ions with the total composition C3H41N2O16, with properties calculated with wB97M-V/def2-TZVPD.

XYZ file:
```
62
Properties=species:S:1:pos:R:3:forces:R:3
N 0.093385 0.923436 -0.780881 0.209 -0.368 -0.488
C -0.441501 0.026783 0.291369 0.512 0.271 0.480
C 0.667242 -0.942548 0.701239 -0.254 -0.409 -1.001
O 0.973312 -1.829418 -0.388433 0.704 0.530 -0.169
C -0.916220 0.916118 1.431135 -0.387 0.335 0.082
N -1.647757 2.064530 0.877787 -0.049 -0.173 -0.152
H 0.763216 0.459478 -1.449082 -0.207 -0.003 0.447
H 0.631563 1.673672 -0.331868 0.360 0.129 0.276
H -0.645172 1.364031 -1.311230 -0.369 0.147 -0.189
H -1.290908 -0.501916 -0.106040 -0.243 -0.324 -0.280
H 0.396961 -1.561946 1.542456 -0.148 0.291 0.398
H 1.583086 -0.395953 0.901962 0.017 0.014 0.104
H 0.212851 -2.375734 -0.628242 -0.587 -0.193 0.079
H -1.516956 0.345588 2.137233 0.021 -0.293 -0.057
H -0.064156 1.292435 1.978778 0.286 0.090 0.183
H -2.385443 1.731435 0.263852 -0.134 -0.010 0.088
H -2.090708 2.600507 1.604582 -0.124 -0.015 0.407
H 2.376669 0.551564 4.021424 -0.145 -0.069 -0.318
H 1.234206 -0.246766 3.348314 0.191 0.012 0.095
O 2.025806 0.300082 3.151843 -0.049 -0.018 0.324
H -1.484813 -0.509981 -3.039218 -0.055 -0.130 -0.284
H -2.647083 -1.474012 -3.449390 -0.246 -0.130 -0.480
O -2.209617 -1.102450 -2.687654 0.296 0.245 0.576
H -1.717270 -2.380409 -1.610394 0.143 -0.391 0.427
H -1.482513 -3.902685 -1.234840 0.027 0.566 0.217
O -1.370238 -2.992050 -0.902440 -0.248 -0.389 -0.797
H -1.620780 -2.768950 0.932303 -0.475 0.131 0.399
H -2.752781 -2.057858 1.767358 0.396 -0.358 -0.229
O -1.869323 -2.488826 1.835225 -0.153 0.161 -0.153
H 3.626050 -0.529563 2.031841 0.846 -0.327 -1.030
H 4.051499 -1.638456 0.978990 -0.134 0.025 0.203
O 4.262264 -0.729282 1.286396 -0.840 0.265 1.002
H 2.010678 1.833088 1.576909 0.194 -0.047 0.090
H 2.868980 1.904515 0.256316 -0.498 0.213 0.320
O 2.020971 2.200387 0.682702 0.380 0.064 -0.300
H 0.426538 4.132383 -0.093955 -0.593 0.084 -0.200
H -1.089542 3.899478 0.120793 0.178 -0.422 0.068
O -0.449887 4.246936 -0.512746 0.823 0.362 -0.198
H -5.135706 -1.193456 1.482810 0.427 -0.155 -0.058
H -4.187379 -0.591013 0.404160 0.115 -0.772 0.803
O -4.238424 -1.282109 1.122249 -0.527 1.052 -0.769
H 4.967426 1.291219 -0.863966 0.285 0.102 -0.042
H 4.189548 0.254808 0.028360 0.222 0.003 0.296
O 4.090412 0.969992 -0.656625 -0.266 0.153 -0.164
H -0.571646 1.449525 -3.610641 -0.083 -0.166 -0.033
H 0.531351 0.369377 -3.650259 -0.178 -0.165 -0.180
O -0.426274 0.492085 -3.778288 0.488 0.212 0.248
H 2.180588 -1.011253 -1.863231 0.060 -0.129 0.088
H 3.033813 0.292785 -1.841911 0.177 0.021 0.097
O 2.256877 -0.132917 -2.251792 -0.576 0.130 -0.468
H -1.468541 3.577657 -3.487248 -0.213 0.192 -0.362
H -0.782310 3.553699 -2.110332 -0.032 -0.320 -0.130
O -1.060958 2.976103 -2.867947 0.234 0.209 0.602
H -0.899630 -1.814443 3.065234 -0.213 -0.297 0.082
H -0.455687 -1.946031 4.560898 -0.074 -0.133 0.054
O -0.343482 -1.422158 3.766813 0.486 0.556 -0.020
H 2.364679 -2.794809 0.019459 -0.146 0.016 0.108
H 3.091487 -3.788160 0.995960 0.084 0.461 -0.486
O 3.233419 -3.053374 0.371035 0.281 -0.701 0.469
H -3.143748 0.025066 -1.663296 -0.354 0.396 0.367
H -4.240622 1.101027 -1.389683 -0.393 0.301 -0.319
O -3.517801 0.638741 -0.976156 0.548 -0.832 -0.126
```
Forces are in eV/Å.

As for the HOMO-LUMO gap: 10.36 eV. Its spin multiplicity is 1. The total energy comes out at -1452.179787 a.u. The maximum force is 1.4 eV/A. For the LUMO energy, the calculation gives -0.087 hartree. As for the net charge: +1. The HOMO energy is -12.720 eV. The energy relative to the best compared isomer or geometry (same formula, charge and spin) comes out at 0.0 kcal/mol.

Here are the Mulliken charges for atoms 1 to 8, given in e: N 0.82; C 1.15; C -0.79; O -0.77; C -1.22; N -0.31; H 0.28; H 0.32


Below is 19 unconnected molecules or ions with the total composition C3H43O19, with properties calculated with wB97M-V/def2-TZVPD.

XYZ file:
```
65
Properties=species:S:1:pos:R:3:forces:R:3
C 25.445000 16.350000 9.294000 -1.134 -0.393 -1.305
C 24.022000 16.639000 9.714000 0.115 1.462 0.909
C 23.953000 17.241000 11.146000 1.091 -2.054 0.458
O 23.361000 17.517000 8.877000 0.653 -0.251 -0.298
H 25.837000 15.631000 9.954000 1.045 -0.516 1.235
H 26.030000 17.240000 9.143000 0.356 0.385 0.282
H 25.399000 15.807000 8.352000 0.156 0.247 -0.440
H 23.454000 15.724000 9.710000 0.009 -0.898 0.322
H 24.495000 18.160000 11.290000 0.790 0.199 -0.147
H 24.175000 16.514000 11.976000 0.118 0.957 -0.837
H 22.960000 17.526000 11.277000 -1.879 0.200 0.532
O 20.051000 18.362000 12.049000 -0.830 0.698 0.433
H 20.517000 17.632000 11.686000 0.931 -1.166 -1.556
H 19.849000 17.989000 12.899000 -0.576 -0.065 0.936
O 21.846000 20.003000 13.041000 1.837 1.166 0.945
H 22.552000 19.902000 12.385000 -0.266 0.248 -0.237
H 21.165000 19.451000 12.695000 -1.271 -0.678 -0.932
O 24.553000 19.507000 7.690000 2.276 0.140 -1.405
H 24.115000 20.299000 7.922000 -0.904 0.751 0.425
H 24.249000 18.733000 8.176000 -0.910 -0.632 0.675
O 21.630000 18.793000 7.252000 -1.025 0.681 -0.790
H 21.118000 19.157000 7.967000 -0.515 0.471 0.257
H 22.332000 18.402000 7.752000 1.102 -0.909 0.197
O 22.517000 19.586000 10.170000 -0.783 0.326 1.233
H 22.956000 20.267000 9.679000 0.376 0.280 -0.394
H 22.967000 18.735000 9.974000 -0.109 0.249 -1.073
O 24.746000 15.384000 14.067000 0.309 -2.274 1.007
H 24.444000 14.702000 14.722000 0.743 0.641 -0.954
H 24.085000 16.033000 14.212000 -1.084 1.924 0.055
O 24.205000 14.020000 11.502000 0.474 -0.755 -0.585
H 25.170000 13.965000 11.353000 -0.690 -0.046 0.247
H 24.137000 14.749000 12.118000 -0.045 0.258 0.488
O 21.673000 15.586000 12.901000 -0.041 0.388 0.953
H 21.662000 15.447000 11.958000 -0.283 -0.351 -1.238
H 21.987000 14.754000 13.252000 -0.034 -0.310 0.084
O 26.967000 13.975000 11.581000 -1.302 -1.152 -0.358
H 27.580000 13.263000 11.680000 0.662 -0.675 0.211
H 27.440000 14.767000 11.665000 1.056 1.903 0.314
O 23.792000 16.462000 6.187000 -0.649 -0.498 0.328
H 24.741000 16.505000 6.041000 0.146 0.247 0.035
H 23.648000 16.597000 7.145000 -0.080 0.386 -0.434
O 22.588000 17.740000 14.358000 0.896 -1.358 1.534
H 22.426000 18.604000 14.011000 -0.339 1.303 -0.659
H 22.201000 17.085000 13.780000 -0.368 -0.232 -0.565
O 25.489000 14.240000 5.442000 -0.143 -0.437 0.450
H 24.990000 14.511000 4.673000 -0.144 0.269 -0.154
H 24.814000 14.202000 6.159000 0.605 0.051 -0.748
O 26.288000 17.370000 5.641000 0.269 -1.775 -0.769
H 26.797000 17.404000 6.431000 0.549 0.188 0.981
H 26.149000 18.246000 5.358000 -0.460 1.736 -0.224
O 21.671000 14.649000 7.810000 -1.404 -0.228 -0.047
H 22.616000 14.475000 7.915000 0.062 -0.313 -0.469
H 21.162000 13.812000 7.836000 0.833 0.655 -0.132
O 20.904000 16.786000 9.652000 -2.638 0.500 1.305
H 21.787000 16.828000 9.329000 1.704 0.570 -1.068
H 20.514000 17.656000 9.432000 0.468 -0.793 0.044
O 21.531000 14.116000 10.453000 -1.117 -0.658 1.438
H 22.462000 13.999000 10.533000 1.421 -0.245 0.131
H 21.390000 14.561000 9.627000 -0.237 0.785 -1.030
O 24.136000 13.675000 7.701000 -1.381 -2.029 1.212
H 24.761000 13.856000 8.404000 0.884 0.368 0.130
H 23.710000 12.845000 8.070000 0.573 1.256 -1.001
O 26.579000 13.182000 8.886000 -0.243 -0.626 -0.453
H 26.153000 12.360000 9.177000 0.322 0.351 -0.003
H 26.767000 13.689000 9.675000 0.051 0.075 0.519
```
Forces are in eV/Å.

As for the HOMO-LUMO gap: 7.42 eV. Its spin multiplicity is 1. The total energy comes out at -1569.709040 a.u. The maximum force is 3.0 eV/A. For the LUMO energy, the calculation gives 0.061 hartree. As for the net charge: -1. The HOMO energy is -5.744 eV. The energy relative to the best compared isomer or geometry (same formula, charge and spin) comes out at 14.6 kcal/mol.

Here are the Mulliken charges for atoms 1 to 8, given in e: C -1.30; C 2.98; C -1.64; O 1.88; H -0.38; H 0.41; H 0.33; H -0.80


Among the records above, which one has the highest spin multiplicity?
C3H41N2O15